(1)
C30H25N2O4S4SbSe4W | ωB97M-V with the def2-TZVPD basis set

Structure (XYZ):
```
71
C30H25N2O4S4SbSe4W (ωB97M-V with the def2-TZVPD basis set)
W -0.137 -0.315 -0.461
C -0.666 3.902 1.010
C -0.441 3.818 2.371
C -0.098 2.596 2.923
C 0.006 1.487 2.101
N -0.233 1.570 0.780
C -0.552 2.759 0.244
C 0.363 0.147 2.594
C 0.718 -0.086 3.908
C 0.993 -1.379 4.332
C 0.863 -2.412 3.426
C 0.511 -2.105 2.127
N 0.300 -0.856 1.686
H -0.924 4.837 0.534
H -0.528 4.693 3.001
H 0.078 2.516 3.984
H -0.711 2.795 -0.821
H 0.787 0.731 4.608
H 1.280 -1.566 5.358
H 1.018 -3.448 3.694
H 0.324 -2.897 1.424
C -4.533 0.018 0.389
S -3.294 -1.089 -0.249
O -2.004 -0.487 0.413
C -3.603 -2.564 0.655
C -3.940 -3.685 -0.089
C -4.172 -4.879 0.579
C -4.045 -4.933 1.959
C -3.691 -3.800 2.689
C -3.471 -2.600 2.039
H -4.465 0.047 1.475
H -5.502 -0.369 0.074
H -4.356 0.996 -0.053
H -4.007 -3.632 -1.169
H -4.437 -5.765 0.020
H -4.218 -5.867 2.476
H -3.591 -3.859 3.764
H -3.181 -1.714 2.592
O -0.890 0.957 -1.659
O -0.855 -0.356 -2.213
Se 0.789 -5.743 1.293
Sb 1.668 -4.357 -0.383
Se 3.710 -3.186 0.400
Se 2.066 -5.422 -2.585
Se -0.304 -2.717 -1.087
O 1.582 0.043 -0.792
C 2.848 0.335 -1.542
C 3.097 -0.869 -2.403
C 2.247 -1.409 -3.323
C 2.804 -2.534 -3.988
C 4.071 -2.813 -3.559
S 4.579 -1.751 -2.317
C 2.593 1.581 -2.347
C 2.594 1.746 -3.701
C 2.359 3.093 -4.091
C 2.190 3.918 -3.026
S 2.335 3.085 -1.539
C 3.885 0.569 -0.474
C 5.167 0.984 -0.681
C 5.887 1.152 0.532
C 5.131 0.873 1.627
S 3.544 0.403 1.200
H 1.260 -1.023 -3.527
H 2.301 -3.071 -4.779
H 4.742 -3.583 -3.908
H 2.778 0.947 -4.402
H 2.325 3.426 -5.117
H 2.002 4.980 -3.033
H 5.575 1.183 -1.662
H 6.917 1.470 0.584
H 5.419 0.918 2.665
```

Computed properties:
* molar mass: 1227.25 g/mol
* net charge: +2
* E_HOMO (alpha / beta): -13.06 / -12.99 eV
* multiplicity: 3
* LUMO (alpha / beta): -6.85 / -7.44 eV


(2)
C30H25N2O4S4SbSe4W | ωB97M-V with the def2-TZVPD basis set

Structure (XYZ):
```
71
C30H25N2O4S4SbSe4W (ωB97M-V with the def2-TZVPD basis set)
W 0.341 -0.316 -0.577
C 3.425 -2.612 1.659
C 3.777 -1.811 2.731
C 3.023 -0.679 2.995
C 1.949 -0.368 2.178
N 1.631 -1.133 1.118
C 2.354 -2.234 0.872
C 1.067 0.783 2.409
C 1.061 1.485 3.604
C 0.159 2.521 3.772
C -0.724 2.803 2.747
C -0.663 2.051 1.590
N 0.223 1.069 1.404
H 3.968 -3.515 1.421
H 4.623 -2.061 3.356
H 3.275 -0.042 3.828
H 2.045 -2.838 0.033
H 1.728 1.213 4.407
H 0.141 3.088 4.693
H -1.458 3.592 2.830
H -1.364 2.236 0.790
C 4.350 0.193 -2.086
S 2.688 0.831 -2.155
O 2.201 0.652 -0.679
C 2.901 2.577 -2.338
C 2.680 3.098 -3.606
C 2.769 4.470 -3.782
C 3.043 5.290 -2.696
C 3.243 4.750 -1.430
C 3.168 3.380 -1.239
H 4.886 0.674 -1.270
H 4.818 0.422 -3.044
H 4.275 -0.884 -1.950
H 2.446 2.448 -4.440
H 2.613 4.897 -4.763
H 3.093 6.362 -2.834
H 3.453 5.398 -0.591
H 3.303 2.947 -0.256
O 1.225 -1.749 -1.505
O 0.116 -1.207 -2.206
Se -1.397 5.504 -1.531
Sb -2.381 3.457 -2.115
Se -4.181 2.960 -0.525
Se -2.835 3.112 -4.516
Se -0.655 1.530 -1.558
O -1.012 -1.092 0.305
C -2.238 -1.937 0.297
C -3.325 -1.186 -0.430
C -3.350 -0.846 -1.760
C -4.510 -0.124 -2.112
C -5.344 0.069 -1.037
S -4.722 -0.622 0.398
C -1.845 -3.212 -0.391
C -2.502 -3.880 -1.383
C -1.874 -5.105 -1.726
C -0.760 -5.343 -0.986
S -0.474 -4.104 0.160
C -2.575 -2.158 1.752
C -3.571 -2.961 2.224
C -3.608 -3.007 3.640
C -2.631 -2.253 4.211
S -1.662 -1.472 3.037
H -2.583 -1.144 -2.462
H -4.745 0.197 -3.116
H -6.322 0.524 -1.037
H -3.412 -3.523 -1.840
H -2.236 -5.774 -2.492
H -0.094 -6.188 -1.045
H -4.249 -3.507 1.583
H -4.325 -3.583 4.205
H -2.430 -2.113 5.260
```

Computed properties:
* molar mass: 1227.25 g/mol
* net charge: +2
* E_HOMO (alpha / beta): -13.13 / -13.13 eV
* multiplicity: 3
* LUMO (alpha / beta): -7.12 / -7.99 eV


In eV, relative to the most stable structure: (1) 0.000; (2) 1.319.


(1)
C8H17NO | ωB97M-V with the def2-TZVPD basis set

Structure (XYZ):
```
27
C8H17NO (ωB97M-V with the def2-TZVPD basis set)
C -2.283 1.985 0.327
N -2.499 0.727 -0.518
C -2.003 -0.441 -0.033
C -2.392 -1.873 -0.467
O -1.250 -0.526 0.968
H -1.623 1.679 1.001
H -1.868 2.937 -0.069
H -3.129 2.263 0.984
H -3.310 0.507 -1.186
H -3.432 -1.985 -1.005
H -2.793 -2.265 0.610
H -1.688 -2.450 -0.961
C 1.023 0.748 -0.315
C 1.098 -0.742 0.274
C 2.494 -1.201 0.154
C 3.438 -0.015 0.105
C 2.566 1.187 -0.432
H 0.439 0.594 -1.371
H 0.415 1.456 0.335
H 0.528 -1.577 -0.272
H 0.904 -0.546 1.288
H 2.519 -1.618 -0.908
H 2.953 -1.986 0.670
H 4.400 0.012 -0.641
H 3.663 0.574 1.040
H 2.831 1.499 -1.453
H 3.024 2.135 0.143
```

Computed properties:
* molar mass: 143.23 g/mol
* E_HOMO: -9.46 eV
* LUMO: 0.77 eV


(2)
C8H17NO | ωB97M-V with the def2-TZVPD basis set

Structure (XYZ):
```
27
C8H17NO (ωB97M-V with the def2-TZVPD basis set)
C 3.123 2.815 -1.750
C 2.080 2.080 -2.132
C 1.474 0.879 -1.409
C 1.440 -0.368 -2.286
N 0.131 1.210 -0.915
H 3.370 3.726 -2.279
H 3.770 2.532 -0.939
H 1.482 2.414 -2.999
H 2.099 0.663 -0.525
H 0.805 -0.179 -3.138
H 2.443 -0.609 -2.631
H 1.057 -1.230 -1.735
H 0.155 1.657 -0.007
H -0.229 1.909 -1.549
C -2.973 -0.213 2.477
O -2.055 -1.280 2.665
C -1.711 -1.848 1.424
C -0.789 -1.075 0.580
C -0.325 -2.318 1.301
H -2.469 0.588 1.919
H -3.855 -0.562 1.914
H -3.254 0.143 3.471
H -2.538 -2.423 0.954
H -0.946 -1.115 -0.513
H -0.511 -0.101 0.999
H -0.090 -3.220 0.749
H 0.320 -2.132 2.169
```

Computed properties:
* molar mass: 143.23 g/mol
* E_HOMO: -9.21 eV
* LUMO: 1.02 eV


In eV, relative to the most stable structure: (1) 1.219; (2) 0.000.